# 1
83
Properties=species:S:1:pos:R:3:forces:R:3 method="wB97M-V/def2-TZVPD" homo_lumo_gap_ev="7.60 / 7.17" energy_ev=-82067.874 spin_multiplicity=2 mol_weight_g_mol=829.0 lumo_energy_ev="0.0 / -0.4" largest_force_ha_per_bohr=0.0045
C -1.77529 4.06182 2.91243 -0.02 -0.01 -0.02
Re 0.23486 0.83982 1.03123 -0.11 -0.07 -0.01
H 2.89743 -3.47159 2.23883 0.00 0.01 0.00
H 1.59648 -3.30171 0.45443 0.00 0.00 -0.01
O 0.57175 0.90795 -0.88388 0.07 0.03 -0.03
C -3.49292 2.89992 0.41337 0.02 0.00 -0.01
H 5.28159 1.79812 1.67311 0.00 0.00 0.00
C -2.61407 1.85985 0.76077 -0.05 -0.09 -0.05
H 2.22511 -4.81365 4.15007 0.00 0.00 0.00
H 5.09548 0.54247 0.45357 0.00 0.00 0.00
H 5.66753 -0.06948 3.28118 0.00 0.00 0.00
H 0.11714 5.72498 0.63371 0.00 0.00 0.00
S -3.09664 -1.96022 0.83798 0.01 0.02 -0.02
H 3.53880 -1.29727 -2.00152 0.01 0.00 0.00
C -3.13984 0.74063 1.41719 0.01 0.01 -0.01
N 1.24342 2.76558 0.77199 0.23 -0.01 -0.01
C 0.74800 -1.90068 5.01303 0.00 0.00 0.00
C 2.29905 -3.00643 3.00599 -0.01 -0.01 0.00
C 4.82592 -0.65797 2.90545 0.00 0.00 0.01
C -4.10870 6.95768 2.17703 0.00 0.00 0.00
N -0.58844 -1.97052 1.51636 -0.01 -0.04 0.02
C -0.72863 5.47942 1.26277 0.01 0.01 0.03
O -1.33482 2.01759 0.47116 0.03 0.03 0.13
C -2.85731 4.92244 2.94998 0.00 -0.01 0.01
C -1.56385 -2.73466 1.19421 0.05 -0.03 0.01
C 4.55369 1.15204 1.17533 0.00 0.00 0.00
S 0.73716 3.35211 2.11609 -0.02 0.04 -0.01
H 0.85375 -2.08417 -0.57874 0.00 0.00 0.00
H 4.34882 -2.96550 -0.67345 0.00 0.00 0.00
H 0.83380 -3.83206 5.94894 0.00 0.00 0.00
C 1.90633 -1.67619 2.89568 0.01 0.00 0.00
C 3.84119 0.31369 2.24101 0.00 0.00 0.00
H 2.18872 3.64702 -0.89919 -0.01 0.02 -0.02
H 2.78772 0.77996 4.11131 0.01 0.01 0.00
H -3.07114 3.74642 -0.11522 -0.01 0.00 0.00
C 0.92766 2.03428 -1.50752 -0.01 0.01 0.01
C 3.06810 -0.68280 -1.22939 0.00 0.01 0.00
C 1.22660 3.23288 -0.59362 -0.12 0.00 -0.01
O 1.03520 2.10861 -2.69988 0.01 -0.01 -0.02
H 0.44785 3.97082 -0.79807 -0.02 0.00 0.03
C -5.33477 1.78058 1.47428 0.01 0.01 0.00
O 0.31229 2.01928 2.75056 0.02 0.00 0.02
C 1.13373 -3.23007 5.10088 0.00 0.00 0.00
H -0.54553 -4.44805 1.40897 0.00 0.00 0.00
C 2.88750 -1.57337 0.01504 0.00 0.01 0.00
H 3.85091 1.79749 0.64388 0.00 0.00 0.00
H 0.14146 -1.45585 5.79178 0.00 0.00 0.00
H 2.84366 2.12128 2.95554 0.00 0.00 0.00
H 0.78458 -0.11106 3.85893 0.00 0.00 0.00
C 1.91092 -3.77883 4.09242 0.00 0.00 0.00
H -5.01866 6.39784 1.95439 0.00 0.00 0.00
H 4.28243 -2.94166 1.08222 0.00 0.00 0.00
H 5.22933 -1.41461 2.24207 0.00 0.00 -0.01
H -1.85184 7.19692 0.66580 0.00 0.00 0.00
O 1.67469 4.09798 2.89703 0.02 -0.02 -0.02
C -1.83264 6.31746 1.29781 -0.01 0.00 0.00
C -2.36938 -0.51301 1.71877 -0.03 0.02 -0.02
H 2.11921 -0.33516 -1.61891 0.01 -0.01 -0.01
H -6.37560 1.74734 1.76592 0.00 0.00 0.00
P 2.31522 -0.54145 1.50812 -0.04 -0.03 0.00
C 4.22030 -2.31612 0.19632 0.00 -0.01 0.00
N -1.41683 -4.08533 1.05206 0.00 0.01 0.01
N -0.93649 -0.61232 1.41043 -0.04 0.05 0.01
H 3.71264 0.17732 -1.06268 -0.01 0.00 0.01
H -2.22545 -4.65004 1.25009 0.00 0.00 -0.01
C 1.12558 -1.13750 3.91967 0.00 0.00 0.00
C -4.82539 2.86156 0.75744 -0.02 -0.01 0.00
C 1.79101 -2.58504 -0.34143 -0.02 0.01 0.01
H 4.36792 -1.15733 3.75974 0.00 0.00 0.00
C 3.38703 1.27174 3.34628 0.00 0.00 0.01
H 5.06365 -1.62769 0.20671 0.00 0.00 0.00
H 2.11773 -3.13207 -1.22998 0.00 0.00 0.00
H -1.75513 3.17064 3.52448 0.00 0.00 0.00
C -2.90810 6.05349 2.14020 0.01 0.01 -0.01
C -0.71818 4.34633 2.06193 0.02 0.02 -0.03
H -4.87476 -0.12403 2.32372 0.00 0.00 0.00
C -4.48661 0.73759 1.78922 -0.01 0.00 -0.01
H -5.47484 3.68240 0.47741 0.00 0.00 0.00
H 4.28223 1.66342 3.83717 0.00 0.00 0.00
H -2.46859 -0.76587 2.78082 0.00 0.02 0.01
H -4.02017 7.76536 1.45202 0.00 0.00 0.00
H -4.23236 7.40155 3.16615 0.00 0.00 0.00
H -3.69058 4.69540 3.60431 0.00 0.00 0.00

***

# 2
74
Properties=species:S:1:pos:R:3:forces:R:3 method="wB97M-V/def2-TZVPD" homo_lumo_gap_ev=7.36 energy_ev=-40410.356 mol_weight_g_mol=473.7 lumo_energy_ev=0.6 largest_force_ha_per_bohr=0.0710
C 0.48071 -0.71889 1.89746 0.12 -0.98 -0.50
C 1.01754 1.39488 -0.21186 1.56 2.96 -1.22
C -0.43697 -4.07111 -0.76457 -0.14 -0.21 0.02
C -1.83063 4.99865 1.14247 -0.28 0.50 0.24
C 2.57964 3.37797 -0.03431 0.23 -0.26 0.66
H 1.92225 -3.52049 1.10039 -0.31 0.67 0.02
C -4.38491 -0.37484 -1.17235 -0.06 -0.20 0.14
H -6.75802 -2.02897 0.37021 -0.02 0.15 -0.09
H -6.89665 -0.40445 -0.35938 0.01 -0.16 0.01
H 5.00158 2.60546 -2.30331 0.09 -0.13 0.24
H 3.67514 4.25827 -1.62251 -0.17 -0.25 -0.06
C -2.14575 -0.75558 -0.38488 0.06 -0.33 0.17
H -0.02739 -2.90858 -3.22582 0.00 0.13 0.14
H 3.29979 3.83482 0.65990 0.03 0.02 -0.15
C 1.30582 -1.82414 2.24841 -0.79 -0.42 -0.30
H 1.77484 -4.10948 -2.51321 0.11 0.02 0.23
C -1.81156 3.52367 0.89402 1.00 0.23 -0.15
H -1.09340 -1.96967 -2.18536 0.22 -0.03 -0.07
O -1.19717 1.22158 0.16147 -0.49 -0.44 -0.59
C 1.37009 0.98293 -1.56427 0.22 0.34 0.70
H -0.48617 0.00200 -1.34794 0.09 0.22 -0.03
H 1.23984 -1.60621 5.62263 -0.04 0.05 -0.28
H 2.94552 -0.23495 -0.65724 -0.16 0.21 -0.39
H -2.59280 0.25290 -2.23330 -0.23 0.11 0.48
C -0.04622 -2.23121 -2.36161 -0.02 0.05 -0.35
C 3.78082 0.88811 -2.34744 -0.26 -0.27 0.01
H -0.72639 0.89564 2.69232 0.11 -0.30 0.13
H -2.51898 3.22362 0.11248 0.23 -0.07 0.31
H 2.66989 -2.81791 -1.68296 -0.15 -0.21 0.05
C -3.97995 -1.79726 0.74099 0.27 -0.14 -0.11
H -2.83650 5.29474 1.44676 0.01 0.03 0.02
O 0.75281 1.30583 -2.59064 0.07 -0.72 0.48
H 2.22447 -3.03115 3.77467 -0.16 0.20 0.11
H 4.63807 0.19957 -2.41220 -0.14 0.25 -0.07
H 1.82902 2.16216 1.62284 0.15 -0.01 -0.29
C 0.54863 -2.96262 -1.16531 0.20 0.16 0.54
H 1.71308 4.05225 -0.07214 0.26 -0.18 0.08
C -0.20306 2.05185 0.02614 1.39 -1.86 0.20
H -0.25296 0.29374 5.06319 0.20 -0.22 -0.33
C -6.32176 -1.02477 0.33199 -0.30 -0.08 0.05
C 3.18819 3.28852 -1.43398 -0.12 0.13 -0.18
C -3.01652 -0.25465 -1.35699 0.00 -0.01 0.26
O -0.41962 3.26723 0.39468 -1.21 0.36 0.67
H 2.38710 3.18772 -2.17858 0.21 0.08 0.11
H -1.93713 2.94060 1.81584 -0.13 0.08 -0.39
H -1.40205 -3.64010 -0.47257 0.23 -0.14 -0.14
C -4.87192 -1.07229 -0.05194 0.09 0.13 -0.11
C 4.22941 2.17896 -1.65000 0.40 0.11 -0.37
C 2.63889 0.13761 -1.65090 0.00 -0.09 -0.02
N 1.44234 -2.62179 1.11834 0.86 -0.21 0.98
C 1.60794 -2.15769 3.56402 -0.11 0.49 0.51
C 0.20218 -0.28966 4.25557 -0.03 0.35 -0.39
H 0.50833 -1.32792 -2.63144 -0.14 -0.18 -0.05
C -2.60019 -1.67151 0.56735 -0.36 0.46 -0.17
H -4.35191 -2.44398 1.53947 -0.02 0.21 -0.24
H 3.45025 1.09284 -3.37673 0.13 0.12 0.24
H -1.89538 -2.26283 1.16136 -0.28 0.58 0.06
H 2.99105 1.31759 0.60846 -0.15 0.26 0.05
H -1.57920 5.56367 0.23985 0.01 -0.16 0.12
C 1.89510 -3.58466 -1.55568 0.09 -0.13 -0.34
C -0.77024 -0.09352 -0.31148 -3.01 -1.74 -1.12
H 4.71591 1.92791 -0.70009 0.02 0.06 -0.06
C 0.20398 -0.86058 0.47146 0.69 -1.55 0.99
H -6.44700 -0.59178 1.33300 0.09 -0.06 -0.18
H 2.36437 -0.74430 -2.24324 0.18 0.20 0.01
C 2.14546 2.01832 0.57497 0.28 0.61 -0.08
C -0.07242 0.05316 2.92425 0.24 0.13 0.56
H -5.06169 0.11409 -1.88145 0.10 -0.28 0.34
H -1.14342 5.27990 1.94667 -0.05 -0.07 -0.18
C 1.04662 -1.36655 4.57703 0.24 -0.31 -0.50
C 0.75978 -2.08341 0.06575 -1.13 1.47 -0.25
H -0.60650 -4.73963 -1.61753 0.04 0.04 0.14
H 2.24072 -4.32219 -0.81913 -0.02 0.15 -0.15
H -0.06469 -4.66749 0.07793 -0.03 0.07 -0.16

***

# 3
80
Properties=species:S:1:pos:R:3:forces:R:3 method="wB97M-V/def2-TZVPD" homo_lumo_gap_ev=9.36 energy_ev=-69284.515 mol_weight_g_mol=602.7 lumo_energy_ev=0.2 largest_force_ha_per_bohr=0.0358
O 0.57373 -3.05777 -1.12425 0.89 1.30 0.93
O -3.93069 2.04039 -0.23451 -0.20 0.34 -0.30
H -2.95421 -0.11270 0.41016 -0.30 -0.10 -0.18
H -2.68588 3.18547 7.31081 0.00 0.00 0.00
C -6.05090 -0.07674 1.96535 0.06 -0.06 -0.05
O -1.16590 -3.82474 -2.47356 -1.17 0.10 -1.13
H 8.61970 0.02781 0.90131 0.01 -0.01 0.01
H -1.95951 2.49254 -0.10946 0.19 0.02 -0.05
C 7.65771 -0.37519 0.61201 0.00 0.00 -0.02
C 5.19044 -1.40270 -0.13953 -0.06 0.01 -0.03
C 6.53026 -0.67592 -6.38776 0.00 0.00 0.00
H -3.66367 -2.63092 -2.51334 0.04 -0.24 -0.50
C 6.43169 -0.53813 -3.98982 0.03 0.03 0.04
C -6.12552 1.26742 2.30285 0.01 0.09 -0.02
C -2.59778 1.77209 -0.62110 -0.31 -0.24 0.25
H 8.23811 -0.35233 -5.13054 0.00 0.00 0.00
H -0.90302 1.56833 7.86741 0.00 0.00 0.00
C -1.75553 -0.54445 -1.34874 -1.58 0.07 -0.95
H 2.02528 1.89740 -2.81027 -0.03 0.03 -0.22
H 4.48727 -0.76203 -3.11518 0.02 0.00 0.01
C 0.08753 0.99124 -2.42346 1.10 0.17 -0.78
H 3.34813 -1.04374 -5.29260 0.00 -0.02 0.00
C 5.26170 -0.37152 0.78587 -0.06 0.06 0.03
H -4.35229 0.39535 4.52695 -0.01 0.01 0.01
H -7.71495 -1.38838 4.60736 0.00 0.00 0.01
H 6.29718 -2.72978 -1.40680 0.01 0.00 -0.01
H 8.49510 -1.81766 -0.73742 0.00 0.00 0.00
H -0.33111 1.81950 -1.86078 -0.37 -0.14 0.19
S -0.58042 -2.70373 -1.85797 -0.13 -1.21 -0.13
H -5.68302 2.00914 1.65129 0.06 -0.03 0.00
C -2.18839 0.34637 -0.20085 1.37 0.42 0.34
H -6.56896 -2.08066 2.53012 0.00 0.00 0.00
C 2.02086 1.18598 -0.76422 -0.86 -0.69 -0.95
C -1.62448 0.07309 6.50938 0.00 -0.01 0.00
H -0.15141 1.16181 -3.47024 -0.31 -0.15 -0.12
C -7.33405 0.70031 4.30266 -0.01 0.03 0.02
C -6.62379 -1.03222 2.79426 0.02 0.01 0.03
C -2.65907 2.22008 6.82155 0.00 0.02 0.00
O -1.68784 -1.93668 -0.93139 0.83 -0.33 -0.28
H 2.04091 0.17240 -0.37342 0.35 0.02 0.48
H 2.97396 1.67936 -0.63769 0.12 0.04 0.19
C 6.35342 -1.92402 -0.68611 0.03 -0.05 -0.02
H 7.10450 -0.65709 -7.30509 0.00 0.00 0.00
C -1.65770 1.31153 7.13505 0.01 0.00 0.01
C 7.16736 -0.50716 -5.16600 -0.01 -0.01 -0.02
C 6.49363 0.14420 1.16210 0.02 0.00 -0.02
O -4.45204 -0.42137 -1.79970 -0.77 0.53 0.78
C 4.42032 -0.89563 -5.25681 -0.02 0.00 0.00
C 5.15638 -0.86808 -6.43328 0.00 0.01 -0.01
H -1.30633 0.45635 0.43626 0.03 -0.19 0.20
C 5.05877 -0.73471 -4.03510 -0.03 0.01 0.01
O -0.30501 -1.46507 -2.86587 -0.09 -0.61 0.41
H -6.81756 2.70509 3.73679 -0.01 0.00 0.00
H -4.40804 2.36807 -1.00790 -0.02 -0.26 0.30
H -3.79701 0.42523 -4.25859 0.30 0.16 0.02
C -6.76487 1.65644 3.47175 -0.02 -0.04 0.02
H 0.26619 -0.68534 -1.12612 0.24 0.67 0.25
H 1.20248 1.69884 -0.26181 0.28 0.35 0.36
H -7.82918 1.00313 5.21654 -0.01 -0.01 0.00
C 1.61911 1.05974 -2.25182 -0.14 0.08 0.25
H 4.65927 -0.99678 -7.38611 0.00 0.00 0.00
H -0.84174 -0.63458 6.75125 0.00 -0.01 0.01
C 7.58739 -1.41070 -0.31023 0.01 0.01 0.02
C -0.38305 -0.34280 -1.93837 -0.17 -0.02 1.10
O -2.98275 0.40900 -3.72308 0.18 -0.33 -0.23
C -7.26725 -0.64354 3.96198 0.01 -0.01 0.01
C -2.59594 -0.25798 5.57460 0.02 0.01 0.00
H -2.57418 -1.22642 5.09106 0.00 0.00 -0.01
O -3.29940 -2.06781 -3.22065 0.64 0.31 0.14
H 2.00433 0.13088 -2.66929 0.40 0.08 -0.17
H 4.35326 0.03159 1.21551 0.00 0.00 0.01
H 6.54719 0.95076 1.88188 0.00 0.00 0.01
P -3.21544 -0.62677 -2.53803 -0.46 -0.28 -0.01
H -5.54687 -0.37663 1.05386 -0.03 0.04 -0.03
H 4.22719 -1.80067 -0.43573 0.00 -0.03 0.02
C -3.62527 1.89162 5.88064 0.00 0.01 0.02
H -4.40380 2.60159 5.63164 -0.01 -0.01 0.00
H -2.46507 1.90777 -1.69257 -0.03 0.09 -0.13
H 6.92604 -0.40851 -3.03573 -0.01 0.00 0.01
C -3.59547 0.65177 5.25862 -0.05 -0.05 -0.08

***

# 4
87
Properties=species:S:1:pos:R:3:forces:R:3 method="wB97M-V/def2-TZVPD" homo_lumo_gap_ev="7.28 / 6.48" energy_ev=-119827.776 spin_multiplicity=3 mol_weight_g_mol=951.4 lumo_energy_ev="-0.4 / -1.6" largest_force_ha_per_bohr=0.0631
C 0.41245 3.49476 -2.45298 -0.31 -0.97 1.22
C -2.66051 1.86002 -1.53938 0.89 -0.32 2.09
C 1.54034 -1.79312 4.18842 0.71 0.35 0.44
C -3.98940 -0.51434 3.08223 -0.23 -0.83 0.21
H 0.41212 -0.82965 -4.16391 0.60 -0.02 -0.78
H -3.83955 3.99225 -4.50298 -0.16 -0.50 -0.14
H 2.20266 2.24373 3.40384 -0.56 -1.02 1.06
C -1.57750 -1.41486 1.22716 2.11 -0.51 -1.45
H 2.89201 -3.83859 -0.33189 0.02 -0.19 0.01
Ti 0.59229 1.53800 0.02982 0.31 0.64 -0.57
H 2.00918 2.32210 5.17205 0.63 -0.20 0.14
N -2.81266 -1.89953 1.21463 -1.90 0.93 1.23
H -1.19425 -4.38673 0.02978 0.44 -0.88 -0.41
H 3.07757 0.85385 -2.95006 0.40 0.07 0.35
I -3.55005 3.41791 2.45493 0.28 0.02 -0.13
N 2.27590 -0.72031 3.60348 -0.72 -0.06 1.98
H 3.70637 0.72521 6.32569 -0.68 -0.68 -0.26
N -0.76681 -2.41268 0.68410 -0.13 1.40 0.87
C -4.42423 -0.09430 0.59931 0.00 0.11 2.36
H 2.24433 -0.25059 6.45161 0.15 -0.49 -0.04
H -5.44079 -2.61396 0.66495 0.00 0.08 -0.55
C -2.20321 3.45863 -3.27342 0.03 -0.25 0.05
C -3.89886 1.71415 -2.03098 -1.52 -0.97 0.19
N 2.29619 -1.58350 -2.63256 -1.02 -0.62 0.34
H -4.81548 -0.53813 -0.29233 0.55 -0.14 -0.86
B 0.81012 -2.52045 0.72642 -0.23 -1.49 -1.23
H -3.86556 -1.31490 3.87954 0.39 0.88 -0.97
S 0.13646 -0.16265 -1.70474 -1.01 1.28 0.03
I -0.31747 3.75861 1.52374 -0.19 -0.32 0.19
H -3.66856 -3.82638 0.79387 -0.52 -0.21 -0.23
C 2.06628 -0.76482 2.29569 1.24 1.02 -2.14
C 2.58209 -0.93635 -3.94231 0.03 0.72 0.18
N 1.48880 -2.24180 -0.70763 0.93 -0.40 1.52
H 1.38186 -1.93860 5.28598 0.42 0.26 -1.50
H 0.90516 1.33947 4.35421 -0.04 -0.17 -0.50
H 5.09806 0.02231 4.22836 -1.12 0.56 0.17
C 1.35416 -1.30246 -1.66405 1.50 -1.83 -0.28
H -6.04728 -1.72057 2.06115 -0.46 0.16 -0.19
S -1.05922 0.17315 1.68810 -0.14 -0.04 0.07
C -4.38920 2.35282 -3.14395 1.65 2.24 -1.68
O 2.69035 3.97985 -2.52507 0.94 0.38 -0.56
H -3.58752 0.60824 0.61610 -0.31 -0.18 -0.79
H 3.23570 -1.49616 -5.84041 -0.08 0.90 -1.32
H -3.21445 0.29648 3.13053 -0.84 -0.97 0.07
C 3.61031 0.15427 -3.59447 -0.71 1.40 -2.06
H 1.14576 0.68215 -4.34305 0.27 0.57 -0.11
H 3.87344 -0.88851 5.83176 0.14 -1.33 0.12
H -1.45844 4.91536 -4.70649 -1.06 0.71 -1.06
H 3.89652 0.77814 -4.52250 -0.36 -1.11 1.26
C 3.14143 -0.12374 5.84410 -0.27 2.66 0.76
C 4.28664 0.76685 3.94540 1.51 -0.82 1.77
H 0.88109 4.82659 -4.14049 -0.92 -0.48 0.67
N 1.47589 -1.92289 1.97417 -1.00 0.57 -0.21
H -2.40664 1.43079 -0.53797 0.08 0.23 -1.23
C 1.82649 3.39256 -1.94100 -0.07 -0.56 1.42
C 1.10963 -2.52276 3.14297 -1.12 -0.90 1.45
C 0.08116 4.28278 -3.58623 0.23 -0.35 0.94
H 4.20297 -2.22482 -4.72855 0.06 -0.11 0.56
H 1.35059 -0.49663 -5.70778 -0.09 0.25 0.91
C 1.31593 -0.34777 -4.60256 -0.77 -0.97 0.15
H 0.40742 -3.36761 3.20064 0.76 0.41 -0.32
C 1.95608 1.62768 4.32930 0.17 0.60 -0.51
H -5.26510 0.44785 1.03827 -0.04 0.18 -0.08
H -5.39602 2.23048 -3.49660 -0.21 -0.09 -0.02
C 2.88739 0.39084 4.43845 0.19 0.39 -0.48
S 2.60764 0.45477 1.10927 -0.59 -0.60 0.53
C 3.16380 -1.94797 -4.89451 0.62 -1.00 -0.17
C -1.58989 -3.48003 0.37922 1.50 0.41 0.26
C -5.18202 -2.19500 1.61985 -0.42 -0.89 1.98
H -4.99802 -0.10058 3.33131 0.79 -0.02 -0.47
C -4.08740 -1.17304 1.65171 0.62 0.38 -0.26
H -4.97773 -3.03783 2.32000 0.00 0.42 -0.44
H -4.62429 1.10192 -1.55598 -0.16 -0.55 0.69
H 4.49916 -0.24800 -3.14292 0.31 -0.12 0.30
H 4.36308 0.74320 2.91617 -0.06 0.69 -2.17
H 2.59491 -2.86221 -5.08707 -0.22 0.12 0.49
C -1.24980 4.30888 -3.87695 0.97 -0.19 -0.56
H 1.01693 -3.74794 0.93514 -0.24 0.87 -0.53
H 4.62101 1.73247 4.38278 -0.47 -0.50 -0.47
O 2.00593 2.67037 -0.83350 -0.79 -0.06 -0.96
H 3.79539 -3.08782 -2.93107 -0.75 0.26 1.07
C 2.57781 -3.06826 -1.00334 -0.53 0.98 -1.72
C 3.01359 -2.69534 -2.25042 0.76 -0.43 0.67
C -1.75948 2.69881 -2.18040 1.21 0.28 0.35
C -3.52555 3.27385 -3.74569 -0.63 0.35 0.21
N -0.44680 2.78037 -1.72747 -0.30 0.26 -1.16
C -2.82870 -3.18830 0.72946 -0.44 0.35 0.19